Formula: C56H52N6O2PSr
Source: the Open Molecules 2025 dataset
Level of theory: wB97M-V/def2-TZVPD

```
118
Properties=species:S:1:pos:R:3
Sr -0.197 -0.204 -0.139
C 1.979 -0.177 7.494
C 2.965 0.345 6.668
C 2.767 0.407 5.296
C 1.578 -0.048 4.732
C 0.598 -0.578 5.569
C 0.795 -0.643 6.942
C 1.343 0.018 3.255
C 1.000 1.287 2.726
C 1.084 2.543 3.449
C 0.669 3.521 2.603
C 0.315 2.887 1.348
N 0.488 1.526 1.487
C -0.065 3.558 0.180
C -0.149 3.015 -1.142
C -0.530 3.734 -2.336
C -0.297 2.893 -3.395
C 0.231 1.670 -2.853
C 0.849 0.621 -3.607
C 1.016 0.883 -5.069
C 1.767 1.981 -5.491
C 1.957 2.233 -6.841
C 1.393 1.393 -7.791
C 0.649 0.296 -7.383
C 0.467 0.040 -6.031
C 1.429 -0.550 -3.111
N 1.331 -1.008 -1.827
C 2.095 -2.105 -1.707
C 2.345 -2.838 -0.508
C 3.116 -4.109 -0.678
C 2.526 -5.234 -1.245
C 3.254 -6.403 -1.417
C 4.586 -6.456 -1.032
C 5.185 -5.337 -0.471
C 4.454 -4.171 -0.295
C 2.056 -2.445 0.802
C 2.466 -3.169 2.008
C 2.175 -2.380 3.060
C 1.585 -1.154 2.520
N 1.474 -1.272 1.178
C 2.704 -2.409 -2.997
C 2.295 -1.452 -3.859
N 0.233 1.760 -1.495
C -0.287 5.032 0.292
C -1.283 5.563 1.110
C -1.477 6.933 1.206
C -0.666 7.800 0.489
C 0.340 7.287 -0.319
C 0.526 5.917 -0.418
H 2.137 -0.227 8.563
H 3.896 0.698 7.093
H 3.540 0.805 4.649
H -0.318 -0.969 5.135
H 0.028 -1.064 7.579
H 1.466 2.669 4.450
H 0.668 4.583 2.793
H -0.868 4.758 -2.390
H -0.432 3.121 -4.441
H 2.219 2.629 -4.750
H 2.553 3.082 -7.150
H 1.538 1.590 -8.845
H 0.210 -0.366 -8.118
H -0.106 -0.826 -5.722
H 1.487 -5.198 -1.550
H 2.781 -7.272 -1.855
H 5.156 -7.366 -1.170
H 6.225 -5.370 -0.174
H 4.923 -3.294 0.135
H 2.942 -4.136 2.026
H 2.374 -2.575 4.102
H 3.387 -3.219 -3.194
H 2.586 -1.334 -4.890
H -1.910 4.894 1.688
H -2.259 7.324 1.844
H -0.812 8.869 0.565
H 0.988 7.957 -0.869
H 1.321 5.522 -1.038
C -2.399 -2.134 2.777
C -2.636 -3.363 1.889
C -4.034 -3.930 2.134
C -2.403 -3.041 0.426
C -3.282 -2.238 -0.294
C -3.058 -1.972 -1.637
C -1.954 -2.496 -2.309
C -1.721 -2.213 -3.768
C -1.071 -3.289 -1.583
C -1.291 -3.552 -0.237
H -2.506 -2.400 3.831
H -3.150 -1.375 2.529
H -1.392 -1.731 2.621
H -1.902 -4.122 2.172
H -4.803 -3.182 1.931
H -4.143 -4.244 3.174
H -4.224 -4.793 1.495
H -4.154 -1.813 0.189
H -3.784 -1.381 -2.188
H -1.049 -1.361 -3.887
H -2.655 -1.983 -4.282
H -1.256 -3.065 -4.264
H -0.203 -3.707 -2.080
H -0.590 -4.178 0.306
N -2.009 1.317 3.107
C -3.220 2.009 2.578
P -3.629 1.267 0.930
O -4.977 0.676 0.936
O -2.397 0.453 0.582
C -3.533 2.685 -0.266
N -3.114 2.102 -1.584
H -1.209 1.431 2.440
H -2.162 0.306 3.162
H -1.711 1.657 4.021
H -2.987 3.068 2.487
H -4.049 1.883 3.270
H -2.752 3.384 0.026
H -4.477 3.209 -0.390
H -2.525 1.281 -1.394
H -2.530 2.759 -2.131
H -3.915 1.790 -2.133
```

The HOMO-LUMO gap comes out at 5.6 eV. As for the total charge: +1. The energy relative to the best compared isomer or geometry (same formula, charge and spin) is 0.0 kJ/mol. As for the LUMO energy: -3.4099 eV.

Löwdin population analysis, charges in e, atoms 1 to 99: number 1, Sr, carries 1.447; number 2, C, carries -0.080; number 3, C, carries -0.066; number 4, C, carries -0.035; number 5, C, carries -0.231; number 6, C, carries -0.044; number 7, C, carries -0.075; number 8, C, carries -0.079; number 9, C, carries -0.268; number 10, C, carries -0.001; number 11, C, carries 0.006; number 12, C, carries -0.254; number 13, N, carries -0.044; number 14, C, carries -0.068; number 15, C, carries -0.278; number 16, C, carries -0.051; number 17, C, carries -0.019; number 18, C, carries -0.245; number 19, C, carries -0.055; number 20, C, carries -0.210; number 21, C, carries -0.037; number 22, C, carries -0.067; number 23, C, carries -0.078; number 24, C, carries -0.069; number 25, C, carries -0.036; number 26, C, carries -0.245; number 27, N, carries -0.020; number 28, C, carries -0.239; number 29, C, carries -0.058; number 30, C, carries -0.226; number 31, C, carries -0.032; number 32, C, carries -0.070; number 33, C, carries -0.081; number 34, C, carries -0.069; number 35, C, carries -0.036; number 36, C, carries -0.235; number 37, C, carries 0.019; number 38, C, carries 0.023; number 39, C, carries -0.244; number 40, N, carries -0.045; number 41, C, carries 0.021; number 42, C, carries 0.020; number 43, N, carries -0.029; number 44, C, carries -0.213; number 45, C, carries -0.058; number 46, C, carries -0.071; number 47, C, carries -0.075; number 48, C, carries -0.061; number 49, C, carries -0.031; number 50, H, carries 0.106; number 51, H, carries 0.108; number 52, H, carries 0.127; number 53, H, carries 0.101; number 54, H, carries 0.105; number 55, H, carries 0.112; number 56, H, carries 0.116; number 57, H, carries 0.114; number 58, H, carries 0.115; number 59, H, carries 0.125; number 60, H, carries 0.107; number 61, H, carries 0.106; number 62, H, carries 0.107; number 63, H, carries 0.101; number 64, H, carries 0.106; number 65, H, carries 0.106; number 66, H, carries 0.105; number 67, H, carries 0.107; number 68, H, carries 0.125; number 69, H, carries 0.116; number 70, H, carries 0.116; number 71, H, carries 0.117; number 72, H, carries 0.116; number 73, H, carries 0.090; number 74, H, carries 0.107; number 75, H, carries 0.108; number 76, H, carries 0.110; number 77, H, carries 0.127; number 78, C, carries -0.063; number 79, C, carries -0.364; number 80, C, carries -0.054; number 81, C, carries -0.215; number 82, C, carries -0.048; number 83, C, carries -0.051; number 84, C, carries -0.276; number 85, C, carries -0.031; number 86, C, carries -0.051; number 87, C, carries -0.026; number 88, H, carries 0.089; number 89, H, carries 0.066; number 90, H, carries 0.067; number 91, H, carries 0.137; number 92, H, carries 0.081; number 93, H, carries 0.083; number 94, H, carries 0.090; number 95, H, carries 0.106; number 96, H, carries 0.115; number 97, H, carries 0.048; number 98, H, carries 0.086; number 99, H, carries 0.093